(1)
C6H11N2O as an isolated structure. Source: the OMol25 dataset; level of theory: ωB97M-V/def2-TZVPD.

Output
calculated total energy: -419.639329 hartree
net charge: +1

Each line ends with the Mulliken charge.
Element x y z (Å)
C  -2.60  0.73  0.65  -0.314
C  -2.71  -0.61  0.47  -0.131
C  -0.73  0.08  0.10  0.487
C  1.37  -0.55  1.05  -0.797
C  1.00  1.30  -0.53  -1.105
C  1.04  -0.92  -1.24  -0.920
N  -1.32  1.22  0.43  -0.370
N  0.67  -0.03  -0.14  0.134
O  -1.51  -1.05  0.08  -0.356
H  -3.41  1.41  1.06  0.343
H  -3.49  -1.34  0.58  0.411
H  2.39  -0.32  0.96  0.447
H  0.79  -0.09  2.01  0.304
H  1.48  -1.60  1.01  0.368
H  2.06  1.52  -0.78  0.357
H  0.47  1.54  -1.39  0.505
H  0.92  1.95  0.29  0.459
H  2.08  -0.75  -1.42  0.482
H  0.79  -1.98  -0.98  0.330
H  0.72  -0.50  -2.20  0.366


(2)
An isolated ion of composition C6H11N2O and charge +1. Source: the OMol25 dataset; level of theory: ωB97M-V/def2-TZVPD.

Output
calculated total energy: -419.577016 hartree
net charge: +1
SMILES: Cc1c[n+](C(C)C)on1

Each line ends with the Mulliken charge.
Element x y z (Å)
C  -3.42  -0.76  -0.09  -1.128
C  -2.16  -0.05  -0.20  0.468
C  -0.92  -0.64  0.29  -0.071
N  0.10  0.11  -0.14  0.374
C  1.55  -0.02  0.11  0.272
C  1.88  0.73  1.36  -1.110
C  2.31  0.29  -1.22  -1.346
O  -0.52  1.15  -0.90  -0.019
N  -1.74  0.99  -0.87  -0.235
H  -4.24  -0.02  0.20  0.325
H  -3.71  -1.21  -1.05  0.321
H  -3.37  -1.71  0.53  0.323
H  -0.79  -1.32  1.11  0.391
H  1.63  -1.18  0.44  0.231
H  2.92  1.02  1.22  0.337
H  1.68  0.09  2.24  0.354
H  1.24  1.67  1.40  0.299
H  2.10  -0.54  -1.99  0.337
H  3.28  0.11  -0.92  0.462
H  2.18  1.29  -1.51  0.417


(3)
An isolated ion of composition C6H11N2O and charge +1. Source: the OMol25 dataset; level of theory: ωB97M-V/def2-TZVPD.

Output
calculated total energy: -419.615084 hartree
net charge: +1

Each line ends with the Mulliken charge.
Element x y z (Å)
C  1.81  -1.28  0.18  -0.081
C  2.08  1.05  -0.48  -0.023
C  0.54  -1.28  1.06  -0.437
C  -0.54  -0.45  0.44  0.911
C  -1.25  0.52  1.30  -1.486
C  -1.75  -0.09  -1.65  -0.686
N  2.33  -0.25  -0.37  -0.359
N  0.91  1.45  -0.75  -0.397
O  -0.88  -0.76  -0.73  -0.217
H  2.33  -2.34  -0.07  0.320
H  3.01  1.59  -0.21  0.385
H  0.11  -2.28  1.07  0.324
H  0.77  -0.86  2.06  0.352
H  -1.07  1.62  1.26  0.308
H  -1.13  0.32  2.29  0.504
H  -2.26  0.36  1.09  0.420
H  -1.49  -0.64  -2.52  0.306
H  -1.49  0.96  -1.59  0.331
H  -2.78  -0.03  -1.36  0.335
H  0.75  2.41  -1.00  0.190


(4)
A 2-piece molecular cluster, C6H11N2O3 overall. Source: the OMol25 dataset; level of theory: ωB97M-V/def2-TZVPD.

Output
multiplicity: 2
calculated total energy: -570.272205 hartree
net charge: 0
<S²>: 0.7706

Each line ends with the Mulliken spin population.
Element x y z (Å)
C  0.18  -0.96  0.96  -0.141
C  -0.75  -1.02  -0.04  0.192
C  -1.69  0.11  -0.29  0.022
O  -2.88  -0.09  -0.54  0.016
H  0.51  -1.89  1.43  0.002
H  0.14  -0.12  1.67  -0.005
C  -0.93  -2.23  -0.90  -0.005
N  -1.18  1.36  -0.21  0.006
C  -1.99  2.53  -0.46  0.000
H  -1.92  -2.67  -0.75  0.010
H  -0.85  -1.97  -1.97  0.009
H  -0.17  -3.00  -0.67  0.000
H  -0.19  1.48  -0.07  -0.002
H  -2.88  2.54  0.19  0.000
H  -1.39  3.42  -0.25  0.000
H  -2.32  2.57  -1.51  0.001
C  2.64  -0.53  0.19  0.736
H  2.40  -0.18  -0.81  0.006
H  2.99  -1.54  0.37  0.008
N  3.26  0.46  1.00  -0.042
O  3.89  0.10  1.98  0.099
O  3.13  1.64  0.68  0.089


(5)
An isolated ion of composition C6H11N2O5 and charge +1. Source: the OMol25 dataset; level of theory: ωB97M-V/def2-TZVPD.

Output
calculated total energy: -720.514678 hartree
net charge: +1
SMILES: CN1C(=O)[N@@+](C)(O)C(O)=C(O)[C@@H]1O

Each line ends with the Mulliken charge.
Element x y z (Å)
C  0.93  -2.58  0.73  -0.952
N  0.30  -1.25  0.35  0.078
C  0.75  -0.60  -0.70  0.797
O  1.75  -0.77  -1.31  -0.558
N  -0.09  0.79  -1.17  0.243
C  0.62  1.39  -2.27  -0.797
O  -1.42  0.36  -1.43  -0.418
C  -0.03  1.51  0.15  0.043
O  0.78  2.67  0.15  -0.511
C  -0.54  0.91  1.21  0.351
O  -0.63  1.24  2.53  -0.526
C  -0.94  -0.82  0.92  -0.305
O  -1.15  -1.36  2.14  -0.542
H  0.69  -2.55  1.75  0.357
H  0.40  -3.45  0.38  0.340
H  1.89  -2.65  0.35  0.364
H  1.48  0.77  -2.39  0.308
H  0.08  1.49  -3.18  0.443
H  0.68  2.43  -1.95  0.356
H  -1.45  0.43  -2.41  0.382
H  0.30  3.44  0.48  0.380
H  -0.45  0.51  3.12  0.378
H  -1.85  -0.60  0.25  0.400
H  -2.10  -1.32  2.31  0.389


(6)
An isolated ion of composition C6H11N2O5 and charge +1. Source: the OMol25 dataset; level of theory: ωB97M-V/def2-TZVPD.

Output
multiplicity: 3
calculated total energy: -720.304055 hartree
net charge: +1
<S²>: 2.0121

Each line ends with the Mulliken spin population.
Element x y z (Å)
C  -0.91  1.25  0.24  0.138
C  1.77  -0.12  -0.43  0.412
C  -0.68  0.86  1.66  0.012
C  -0.06  -0.49  1.44  0.086
C  0.31  -0.58  -0.04  0.181
C  -1.03  -2.61  -0.86  -0.008
N  -1.40  2.36  -0.17  0.040
N  0.23  -1.81  -0.71  0.374
O  -0.66  0.37  -0.65  -0.004
O  2.50  -0.76  -1.14  0.574
O  -1.80  2.51  -1.47  0.017
O  3.23  1.68  0.03  0.014
O  2.02  1.01  0.23  0.119
H  0.01  1.70  2.06  0.000
H  -1.57  0.74  2.12  0.002
H  0.89  -0.75  2.14  -0.004
H  -0.78  -1.37  1.76  0.014
H  -0.91  -3.35  -1.51  0.001
H  -1.34  -3.05  0.19  0.017
H  -1.81  -2.05  -1.14  0.022
H  -1.47  3.25  0.29  0.004
H  0.76  -1.89  -1.57  -0.016
H  -1.23  2.02  -2.05  0.000
H  3.93  1.07  -0.41  0.003


Max |F| / eV Å⁻¹: 4.28; 5.74; 4.26; 2.05; 5.29; 6.70